No. 1
77
Properties=species:S:1:pos:R:3:mulliken_charge:R:1 method="wB97M-V/def2-TZVPD" e_tot_ha=-1405.03566 de_lowest_kj_mol=415.6 homo_ev=-11.4 mol_weight_g_mol=412.589 orbital_gap_ev=9.208 total_charge=+1
H -6.253 -5.733 3.604 0.2044
C -4.199 1.811 -0.666 -0.8035
H 0.718 5.499 -1.333 0.3760
N 0.443 3.030 -0.622 0.3031
C 4.184 -0.287 2.569 -0.8266
H 0.976 -2.644 3.510 0.4542
O 2.002 -2.742 -0.887 -0.4130
H 2.460 3.157 -0.699 0.2122
H -2.289 -0.511 -2.224 0.1522
C 2.436 -3.450 0.253 -0.6494
C 0.043 -0.528 -3.069 -1.1336
O -0.301 -1.361 2.465 -0.3462
C -3.497 -3.372 0.990 -2.0390
N -3.363 -2.613 -0.286 -0.3613
C 1.637 3.573 -1.222 -0.8965
C 1.707 5.095 -1.071 -0.3903
C 5.558 1.899 -1.119 -0.7877
H -6.924 -4.777 2.239 0.4062
H 0.792 0.194 -3.066 0.3226
H -0.907 2.789 -2.353 0.2414
H -0.798 0.132 -3.600 0.2814
H 1.690 -3.534 1.012 0.2096
H -0.513 -3.395 2.941 0.2356
H 4.213 -0.747 1.637 0.2195
H 1.604 -0.798 0.793 0.0559
C 0.093 -2.517 3.373 -0.9664
H -1.052 -0.930 2.803 0.2293
H 0.550 0.542 0.357 0.0239
H -1.153 -2.862 -0.294 0.1400
H 4.712 0.022 -1.431 0.2830
C -4.840 -4.062 0.988 -0.3367
H -1.968 2.860 0.617 0.2605
O 2.736 5.526 -1.837 -0.2591
H -3.276 -2.762 1.644 1.0616
H -1.651 1.314 -0.315 -0.2550
C -1.928 2.359 -0.440 0.3243
H 0.221 -1.309 -3.668 0.4671
H -1.467 -2.165 -2.520 0.4598
C -0.887 3.115 -1.219 -1.1401
H 6.532 1.550 -1.576 0.2833
H 2.880 -4.468 -0.107 0.3791
H 5.364 2.622 -1.879 0.3184
H -4.467 2.160 0.172 0.5413
O -4.994 -4.558 2.285 -0.2546
H 2.829 0.234 3.885 0.2241
H 0.334 3.221 0.392 0.3523
H -5.579 -3.185 0.627 0.2938
C -1.986 -2.026 -0.428 -0.6808
H 1.654 -3.515 -1.426 0.2884
H 3.273 7.224 -0.805 0.3427
H 1.644 0.033 -0.608 0.3410
H 3.706 7.284 -2.506 0.2570
H -0.296 -2.402 4.359 0.4049
O -0.337 -0.843 -1.698 0.4126
O 2.872 -0.090 3.115 -0.4334
H -3.756 0.916 -0.440 0.1454
O -3.035 2.425 -1.241 -0.3615
H 3.255 -2.908 0.629 0.1794
H 1.697 3.369 -2.280 0.2786
C 2.982 6.909 -1.778 -0.7774
C -1.616 -1.311 -1.730 -0.6573
H -6.214 -6.154 1.832 0.3870
H -1.290 3.995 -1.378 0.5339
H 5.618 2.420 -0.283 0.3312
H -1.899 -1.318 0.221 0.4729
C -6.118 -5.381 2.503 -0.8894
N 1.484 0.189 0.207 -0.1873
O 4.542 0.887 -0.909 -0.3874
H 2.035 7.454 -2.035 0.2891
H -3.372 -3.355 -0.880 0.3165
H 4.837 -0.761 3.168 0.4912
H -2.743 -3.890 0.988 0.9847
H -5.022 1.664 -1.386 0.2430
H 2.074 0.803 0.577 0.4379
H 1.973 5.269 0.072 0.2065
H -4.965 -4.947 0.096 0.2131
H 4.592 0.665 2.390 0.3609


No. 2
75
Properties=species:S:1:pos:R:3:mulliken_charge:R:1 method="wB97M-V/def2-TZVPD" e_tot_ha=-1316.63270 de_lowest_kj_mol=230.0 homo_ev=-9.6 smiles=CCO.CCO.CCO.CCO.CCO.CCO.CCO.CO.CO mol_weight_g_mol=386.567 orbital_gap_ev=9.936
H 1.394 1.926 3.238 0.2819
C -0.676 -1.429 3.953 0.2949
H 2.901 -0.634 1.533 -0.1076
H -2.775 1.161 -0.301 0.1173
H -2.907 -2.203 -5.179 0.3369
H -1.168 4.051 -3.334 0.3885
C 1.499 -4.913 0.865 -0.6685
H 1.589 0.748 -3.339 0.0845
H 0.450 -3.315 1.815 0.0848
H 4.725 -0.635 -0.070 0.1520
H 4.185 0.438 2.137 0.4080
H -0.981 2.571 -4.316 0.3282
O -3.902 2.890 -0.328 -0.6050
C 3.937 -0.592 1.876 -0.5929
H -0.473 2.693 4.953 0.3269
C 0.727 2.402 2.512 -0.6832
O -1.727 -0.548 4.370 -0.5445
O 6.244 -1.109 1.261 -0.5469
C 2.412 1.441 -3.142 -0.9287
H -3.078 1.964 1.271 0.3310
C 1.462 -3.492 1.436 -0.2856
H -1.634 -3.094 4.899 0.3482
H -0.810 -1.767 2.923 -0.0554
C -2.853 2.129 0.220 -0.2854
H -0.934 -1.055 -4.247 0.2219
H 2.107 -3.436 2.315 0.3453
O -0.735 3.264 4.226 -0.5941
H 0.824 1.934 1.530 0.0423
H 4.611 -2.236 0.668 0.1726
H -1.232 1.580 3.147 -0.0591
H 6.566 -0.217 1.120 0.3274
H 2.652 0.530 -1.216 -0.1027
H -1.621 2.476 -2.665 -0.1014
H 1.743 -2.742 0.703 0.0990
H -1.036 -1.612 -0.100 0.2741
H -2.550 -1.023 4.208 0.3183
H -2.217 -2.286 -2.534 0.2422
O 1.515 2.246 -1.048 -0.5180
H 2.095 2.420 -3.502 0.2421
H -4.099 -2.687 -4.040 0.3584
H -1.849 2.554 0.089 0.1369
H -3.676 3.124 -1.243 0.3572
C 2.611 1.550 -1.619 0.1667
H -3.068 3.811 -4.936 0.3346
H -1.063 0.016 -1.744 -0.0803
H -3.411 2.148 -4.279 0.2114
H 0.048 -3.421 4.556 0.2946
C -0.705 2.531 3.011 0.2221
C -3.451 -1.848 -4.300 -1.1257
O -1.466 -0.612 -3.578 -0.4239
H 0.751 1.644 -1.125 0.1613
H 1.145 3.407 2.407 0.3637
H 0.708 -5.056 0.128 0.3202
H 3.279 1.066 -3.687 0.4100
H 3.430 -5.264 0.734 0.3075
H -3.141 -0.806 -2.499 0.2052
H -1.248 0.032 0.760 0.3335
H 0.247 -0.741 0.650 -0.3105
O -3.884 3.742 -3.047 -0.5637
O -0.382 0.195 -1.069 0.0564
C -1.600 3.082 -3.575 -0.5475
O 2.703 -5.113 0.121 -0.5340
H -0.324 -2.387 5.887 0.3228
C 4.900 -1.203 0.857 -0.1386
H -4.058 -0.976 -4.542 0.2450
C -0.677 -0.599 0.075 -0.2199
H 0.244 -0.861 4.094 0.2081
H 3.525 2.080 -1.359 0.4253
H 1.372 -5.642 1.668 0.3175
C -3.055 3.149 -4.064 -0.3806
H 3.974 -1.151 2.818 0.3272
H -1.270 3.107 2.278 0.0911
H -3.659 4.676 -2.998 0.3008
C -2.539 -1.444 -3.157 -0.0850
C -0.642 -2.633 4.875 -1.1574


No. 3
81
Properties=species:S:1:pos:R:3:mulliken_spin:R:1 method="wB97M-V/def2-TZVPD" e_tot_ha=-3693.59377 spin_multiplicity=11 homo_ev="0.5 / 0.5" mol_weight_g_mol=529.887 orbital_gap_ev="2.926 / 2.926" total_charge=-2
H -24.335 13.938 11.794 0.0010
H -18.219 13.894 12.946 0.0020
O -21.268 15.224 17.306 -0.0003
O -19.801 17.585 9.683 0.0013
O -21.637 15.948 11.628 0.1055
H -17.730 13.053 15.433 -0.0002
H -23.119 16.116 17.431 0.0006
H -16.688 15.879 13.029 -0.0006
H -22.133 13.442 16.831 -0.0001
Mn -18.698 18.788 15.758 4.8163
C -23.546 14.615 12.160 0.0003
H -17.613 19.582 10.149 0.0025
C -22.517 15.030 11.140 0.0144
O -18.155 18.289 11.679 -0.0718
H -15.001 19.507 13.165 -0.0021
H -20.768 21.185 13.578 0.0023
C -18.629 14.347 12.038 0.0098
H -19.529 16.389 8.057 0.0039
H -22.332 14.708 15.597 0.0002
H -19.982 14.761 15.119 0.0274
O -18.434 15.730 11.954 0.0107
C -20.642 18.530 9.043 0.0071
H -18.504 17.461 14.396 0.0057
H -19.702 14.152 12.044 -0.0077
H -22.220 19.852 9.667 -0.0012
H -19.476 21.755 15.011 0.0003
H -17.638 17.429 16.765 0.0168
H -18.922 11.683 15.440 0.0000
H -19.550 17.501 17.171 0.0320
C -22.534 19.172 12.133 0.0240
O -19.460 13.376 16.544 0.0001
H -18.209 13.830 11.163 0.0021
H -18.367 16.163 9.366 -0.0053
H -17.992 12.028 16.843 -0.0001
H -24.108 15.460 12.569 -0.0002
B -18.571 16.826 17.208 -0.0130
H -20.003 16.498 13.598 -0.0083
H -18.953 20.058 11.154 -0.0104
Mn -20.126 17.307 11.819 4.7626
C -18.924 16.910 8.806 0.0174
H -17.375 20.240 11.860 0.0054
H -13.743 18.757 14.235 0.0013
H -21.004 18.110 8.096 -0.0009
H -18.993 20.338 13.714 0.0095
H -20.630 13.039 14.880 0.0007
H -21.716 17.185 17.824 -0.0005
H -23.250 18.359 12.008 -0.0046
H -16.250 18.073 12.486 0.0002
C -17.957 19.604 11.194 0.0299
O -14.233 20.759 14.529 -0.0012
H -19.972 18.400 13.398 0.0316
H -21.998 14.150 10.702 0.0029
C -22.078 16.380 17.191 -0.0004
H -22.208 19.206 13.174 -0.0032
H -20.322 19.906 15.026 0.0283
H -18.735 15.780 16.649 0.0108
H -18.359 16.638 18.390 0.0026
H -22.956 20.174 12.002 0.0009
H -23.119 14.077 13.014 -0.0015
H -20.237 17.598 15.119 0.0350
H -15.288 18.623 16.095 -0.0042
H -18.228 17.614 8.341 -0.0002
H -16.393 17.741 10.767 0.0014
B -19.895 20.826 14.355 0.0218
C -15.699 18.856 15.087 0.0089
C -17.079 16.123 12.034 0.0309
C -21.632 14.277 16.323 -0.0027
C -20.392 13.853 15.575 -0.0038
H -22.034 16.752 16.162 0.0017
H -22.651 18.176 9.833 -0.0002
C -21.811 18.870 9.941 0.0159
C -18.502 12.530 16.011 0.0000
C -14.595 19.500 14.234 0.0062
H -15.847 17.805 14.678 0.0071
H -20.040 19.413 8.798 -0.0033
O -21.402 18.968 11.303 0.0072
O -16.938 19.458 15.090 0.1159
H -16.434 15.531 11.364 -0.0004
C -16.904 17.617 11.733 0.0170
H -23.045 15.457 10.250 0.0053
B -19.639 17.507 14.095 -0.1165


No. 4
82
Properties=species:S:1:pos:R:3:mulliken_charge:R:1 method="wB97M-V/def2-TZVPD" e_tot_ha=-2786.49489 homo_ev=-8.9 mol_weight_g_mol=538.786 orbital_gap_ev=9.020
C -1.104 -5.339 -3.587 0.1993
C 0.326 -5.054 -7.637 -0.9121
H 2.218 -3.800 -2.426 0.2976
H -1.268 7.638 1.551 0.3075
H 4.037 -0.427 1.137 0.2476
H -1.023 -0.461 2.256 -0.2157
H -5.722 3.245 2.851 0.4264
O 0.650 3.229 6.271 -0.5590
H 1.207 3.791 5.715 0.3010
H -1.121 4.594 1.823 0.0238
C 1.475 2.698 7.316 -0.1632
C 1.043 -2.016 -2.718 -0.1712
S 2.364 2.605 1.802 -0.3938
C 4.896 -1.077 -1.279 -1.2541
O -1.597 -4.044 -3.299 -0.5311
H 5.765 -1.051 -0.618 0.4223
C 2.141 3.791 8.122 -1.1181
C -5.442 2.506 2.095 -1.1795
H -6.346 2.197 1.562 0.2800
O -1.821 1.332 -1.308 -0.3922
C -2.879 0.487 -0.892 -0.4278
H 0.124 -4.864 -8.692 0.3493
H -0.817 2.564 0.697 -0.1275
H 2.759 -2.413 -1.469 -0.1046
H -5.034 1.638 2.621 0.2660
C -4.439 3.111 1.124 0.2155
H 0.325 2.374 4.714 0.3717
O 2.109 0.784 4.102 -0.5550
H 0.799 2.111 7.938 0.3310
O 0.051 -2.339 -1.742 -0.5667
H 1.382 -6.899 -8.000 0.2631
H -0.563 -5.518 -7.203 0.2763
H 1.102 -6.611 -5.694 0.2772
C 1.537 -5.951 -7.474 -0.2433
H 2.809 4.385 7.494 0.3548
H -0.463 -5.852 -1.592 0.2951
H -4.826 4.047 0.716 0.3286
Si 0.315 -0.135 1.699 0.4811
O 0.111 2.290 3.764 -0.3771
H 1.395 4.456 8.556 0.2796
H -2.118 -6.343 -1.974 0.2759
H 0.433 2.377 -1.400 -0.1770
H 1.579 0.219 4.677 0.3055
H -0.636 5.741 3.070 0.3324
H -0.745 -7.251 -2.634 0.3743
C 2.357 -2.718 -2.439 -0.7201
H 5.227 -0.792 -2.279 0.3247
H 4.181 0.897 -0.777 0.3276
H 0.259 5.664 1.552 0.3318
H -2.490 -0.512 -0.652 0.2421
H 2.736 3.360 8.928 0.3501
H 1.214 -1.295 1.817 -0.2432
H -1.776 6.484 0.318 0.2822
H -1.018 -3.650 -2.629 0.2527
H 4.525 -2.102 -1.314 0.3965
H -4.419 0.292 0.556 0.3116
H 2.947 -0.166 -1.445 0.0647
H 2.425 -5.482 -7.900 0.2802
C 3.815 -0.135 -0.785 -0.0998
O 0.227 0.346 0.141 0.0560
C -0.738 5.598 1.991 -0.6433
C -1.669 6.631 1.393 -0.4145
H -1.755 -5.739 -4.368 0.3247
H 3.096 -2.475 -3.204 0.4306
H 1.185 -0.931 -2.749 0.1842
O -4.191 2.285 -0.005 -0.4061
O 3.320 -0.491 0.499 -0.4119
H 0.377 -2.034 -0.888 0.1319
H -3.550 0.383 -1.748 0.3585
H -2.975 1.108 1.184 0.2405
Si -0.487 1.715 -0.470 0.4866
C -1.108 -6.254 -2.376 -1.1363
P 1.259 1.537 2.927 0.6189
C -3.640 1.027 0.306 -0.3122
H -2.947 6.662 2.865 0.2877
H 0.630 -2.325 -3.678 0.3691
H -0.090 -5.275 -4.005 -0.0351
H 0.487 -4.099 -7.135 0.2118
H -3.495 3.346 1.639 -0.0586
O 1.860 -6.185 -6.108 -0.5036
H 2.225 2.021 6.895 0.1995
O -2.992 6.538 1.912 -0.4929


No. 5
88
Properties=species:S:1:pos:R:3:mulliken_charge:R:1 method="wB97M-V/def2-TZVPD" e_tot_ha=-1940.50653 de_lowest_kj_mol=1221.1 homo_ev=-8.4 smiles="NC(N)=O.NC(N)=O.NC(N)=O.NC(N)=O.NC(N)=O.CC(C)O.CC(C)O.CC(C)O.CO.CO" mol_weight_g_mol=544.652 orbital_gap_ev=7.662
N 1.724 1.800 0.983 1.4023
O -4.735 -1.531 0.517 -0.4284
O -1.886 -0.409 -4.528 -0.6033
O -0.664 -0.956 -0.757 0.1614
H -6.387 -2.757 0.040 0.2644
H -4.393 -0.087 2.122 0.2932
H -4.170 1.534 1.456 0.2490
H -0.894 0.700 -0.204 -0.5846
N 2.995 -4.351 -2.193 -0.2648
H -4.250 -0.809 0.052 0.2273
H -2.756 -0.462 -4.955 0.3222
H -1.069 -1.538 -1.485 -0.8313
N -1.703 -2.965 -2.495 -0.3176
C 3.961 0.434 -3.156 -1.5640
H -2.060 -0.181 -2.497 -0.0306
H 4.910 0.094 -2.895 0.5079
H 1.758 -0.654 4.329 0.2431
C -1.646 -2.249 0.751 -1.1643
C 2.241 0.322 4.281 -1.3445
N -0.126 -2.115 -3.605 0.1000
H 1.074 1.621 2.560 0.2715
C -0.354 -1.783 0.154 1.4086
C 3.357 -3.236 -1.660 0.4218
H 3.407 -0.283 -3.819 0.2387
H 1.721 2.075 6.383 0.4303
H 2.897 0.404 3.406 0.2758
H 1.422 -2.626 -1.974 0.2709
H 2.520 -1.514 -1.339 -0.3601
H -3.103 0.933 -3.547 0.4543
H -0.740 -1.309 -3.847 0.2076
C -0.912 2.799 -0.479 0.5398
C 1.511 1.637 4.303 0.7993
H 2.376 1.098 0.648 -0.2593
H 2.939 0.144 5.055 0.4969
C -2.806 0.831 2.919 0.2299
O -0.390 3.017 -1.769 -0.6920
H -6.496 -1.280 -0.630 0.3168
H 3.326 1.863 -1.489 0.4167
N -1.368 3.785 0.299 -0.4317
H -2.002 -3.652 -1.804 0.2784
N -2.032 1.841 2.620 -0.0459
H 1.654 1.617 -3.092 0.6121
H 1.425 -0.028 -2.754 -0.1359
O 3.296 0.207 -0.909 -0.4077
H -2.356 2.750 2.929 0.4256
H -2.474 -2.514 -2.965 0.1923
H 0.527 2.998 5.527 0.3470
H -2.242 -1.517 1.258 0.0613
N -3.874 0.813 2.195 -0.2731
H 0.166 1.384 5.893 0.4483
H -1.301 1.236 -3.264 0.0576
H 0.742 1.596 0.693 -1.0515
H 1.616 4.886 1.377 0.2693
N -1.080 1.685 0.117 0.5419
C 2.233 3.028 1.243 0.0586
O 0.659 1.518 3.417 -0.5413
O 4.612 -2.923 -1.381 -0.7923
N 2.402 -2.439 -1.773 0.2899
H 2.110 2.490 3.900 0.2172
H 0.053 -0.348 1.735 -0.0392
H -2.304 -2.833 0.110 0.0901
O -2.564 -0.230 3.842 -0.6492
C 0.963 2.000 5.667 -1.7677
H -1.406 -2.999 1.665 0.3100
H 1.438 -0.729 0.885 0.2743
H 0.973 -1.935 1.952 0.5548
H -1.939 3.658 1.141 0.0254
C -0.502 -3.147 -2.934 -0.0854
C -2.078 0.493 -3.367 -0.2102
C 1.773 0.905 -2.284 -0.5184
H 3.700 -5.097 -2.195 0.2155
H -5.261 -2.365 -1.275 0.2261
H 0.127 -2.677 -0.222 0.5065
H 0.715 -2.302 -4.214 0.2634
H -1.596 1.726 1.048 0.3473
C 3.187 0.871 -1.928 0.1582
H 4.068 1.312 -3.839 0.4058
H 4.231 0.095 -0.867 0.3326
O 0.323 -4.235 -2.722 -0.8058
O 3.578 3.152 1.569 -0.7764
N 1.358 3.949 1.298 0.0325
C 0.554 -1.166 1.221 -1.4301
H 0.991 1.212 -1.448 -0.0135
C -5.715 -2.008 -0.377 -0.6984
H 0.390 3.751 1.030 0.2857
H -1.298 4.794 0.058 0.3139
H -1.106 1.697 2.833 0.1441
H 2.008 -4.506 -2.572 0.2827


No. 6
80
Properties=species:S:1:pos:R:3:mulliken_charge:R:1 method="wB97M-V/def2-TZVPD" e_tot_ha=-1461.58346 de_lowest_kj_mol=283.0 homo_ev=-9.2 smiles=COC[C@H](C)N.COC[C@H](C)N.COC[C@H](C)N.COC[C@H](C)N.O.O.O.O mol_weight_g_mol=428.612 orbital_gap_ev=9.101
C -0.195 3.215 0.800 -0.4944
C -2.481 -2.408 6.773 -1.4176
H -1.254 3.188 1.054 0.0392
O -2.030 -2.614 -0.904 -0.5590
H -0.258 -3.578 2.263 0.0857
H -2.570 0.889 -4.316 0.4377
H 3.894 3.085 -4.495 0.2392
H 0.307 3.138 1.765 0.5372
C -2.426 -3.919 6.270 0.4522
H 4.316 0.993 -2.258 0.3112
H 1.315 3.722 -1.074 0.2323
H -3.379 -2.193 7.354 0.3898
H -3.639 2.249 1.300 0.1685
H 4.299 3.615 -1.853 0.1941
H 0.780 -2.406 -1.669 0.2277
C 4.431 2.615 -3.671 0.4423
H -3.494 -4.659 7.904 0.2777
O 0.263 2.060 0.033 -0.0923
O 0.750 -2.313 -0.717 -0.4758
H 0.795 -4.027 3.556 0.3063
H -0.428 -5.160 2.970 0.3087
H -1.204 -5.343 5.246 0.3432
H 1.919 4.338 0.222 0.2970
H -1.596 -2.052 7.299 0.3461
H -2.049 -4.336 8.222 0.2772
N -2.586 -4.740 7.467 -0.7622
C 5.849 2.148 -4.172 -1.4945
H -0.335 0.673 1.365 0.4043
H -0.903 3.898 -1.733 0.0639
H -0.916 -0.334 -1.856 0.2781
O -1.170 -3.602 4.194 -0.2336
C -3.113 0.711 -3.388 -1.6355
H -0.882 5.737 -1.492 0.3702
H -4.525 0.768 1.453 0.2786
H 3.139 -0.975 -2.522 0.4052
H -4.020 1.305 -3.504 0.3578
O 3.351 0.446 -3.984 -0.4169
H 2.684 1.817 -2.754 0.1674
H -0.168 -2.461 -0.490 0.2117
H -0.117 5.409 0.817 0.4830
C 0.582 0.944 0.842 -0.9756
C -2.909 0.893 -0.775 0.4954
H -3.339 -0.353 -3.322 0.2774
H -2.128 1.123 -0.051 -0.1218
H -2.418 -1.849 5.840 0.3476
C -2.254 1.151 -2.153 0.5927
H -0.435 1.189 -1.586 0.2447
C 2.643 -0.656 -3.439 -0.4921
H 3.040 -3.451 -1.411 0.2483
O 3.170 -3.359 -0.467 -0.6408
N -0.899 0.593 -2.257 -0.5147
C -0.235 -4.115 3.212 -0.6042
H 5.697 1.401 -4.951 0.3346
H -2.017 2.208 -2.273 -0.1102
N 1.322 4.588 -0.554 -0.7229
H 6.349 1.631 -3.352 0.4109
H 1.238 1.177 1.681 0.4240
H -0.210 -4.101 6.031 0.3299
H -3.253 -4.073 5.576 0.2680
C -1.136 -4.282 5.485 -0.7133
H -2.453 -2.913 -1.709 0.2422
H 1.576 -0.693 -3.222 0.1473
O -4.180 1.569 -0.514 -0.4251
H -2.741 -2.552 -0.267 0.2583
O 0.349 -3.067 -3.335 -0.5777
H 1.058 0.167 0.244 0.1209
H 1.252 -3.137 -3.646 0.2830
H -2.021 4.634 -0.761 0.3809
C -0.976 4.745 -1.051 -1.0321
N 4.730 3.731 -2.759 -0.6760
H 5.706 3.720 -2.498 0.2853
H 6.634 2.835 -4.485 0.3954
H -5.428 2.164 0.996 0.2789
H -0.043 -3.916 -3.542 0.2585
H 2.402 -2.875 -0.165 0.3849
C 0.035 4.572 0.136 -0.0064
H 2.789 -1.492 -4.123 0.1695
C 3.678 1.452 -3.014 -0.4027
H -3.070 -0.182 -0.698 0.0790
C -4.460 1.681 0.862 -0.5935